Record 1
Density functional theory data (ωB97M-V with the def2-TZVPD basis set) for a 2-piece molecular cluster, C10H9NOS overall at a distorted geometry.

Each line ends with the Mulliken charge.
CARTESIAN COORDINATES (ANGSTROEM)
S (1.85, 2.12, -0.53)  0.4550
O (2.24, 3.00, 0.59)  -0.4878
N (2.42, 0.55, -0.31)  0.1817
C (-2.46, 0.93, 1.24)  -0.3088
C (-1.13, 1.28, 1.18)  -0.3284
C (3.25, -1.37, 0.49)  -0.5820
C (-3.09, 0.51, 0.09)  -0.3011
C (3.18, 0.01, 0.70)  -0.2204
C (1.93, -0.48, -1.02)  -0.3437
C (-0.63, 1.30, -0.13)  0.0191
C (-1.18, 0.75, -1.28)  0.0154
C (-2.53, 0.49, -1.17)  -0.4825
C (2.38, -1.64, -0.58)  -0.4828
H (-4.19, 0.36, 0.06)  0.2774
H (-0.73, 0.49, -2.29)  0.1882
H (1.34, -0.14, -1.91)  0.3799
H (2.14, -2.62, -1.01)  0.3807
H (3.89, 0.39, 1.42)  0.3790
H (-3.00, 0.11, -2.12)  0.2977
H (3.50, -2.13, 1.27)  0.3294
H (-2.85, 1.13, 2.27)  0.2738
H (-0.70, 1.60, 2.14)  0.3600

Properties
Calculated total energy (eV): -24883.639
LUMO (alpha / beta) (eV): -0.3548 / -0.7265
Net charge: 0
ΔE to the lowest compared entry with this formula, charge and spin (eV): 5.2714
Orbital gap (alpha / beta) (eV): 7.762 / 7.569

=====

Record 2
Density functional theory data (ωB97M-V with the def2-TZVPD basis set) for a 2-piece molecular cluster, C10H9NOS overall at a distorted geometry.

Each line ends with the Mulliken charge.
CARTESIAN COORDINATES (ANGSTROEM)
S (-1.52, 0.69, -0.23)  0.2378
O (-0.66, 1.12, 3.09)  -0.2745
N (-2.78, 0.37, -1.22)  -0.5626
C (1.04, -2.61, -2.23)  -0.4519
C (-0.37, -0.49, -1.04)  0.5393
C (-0.32, 2.42, 3.15)  -0.3551
C (0.77, -1.03, -0.51)  0.1200
C (-0.11, -2.00, -2.89)  -0.5209
C (-0.71, -0.92, -2.35)  -0.3599
C (1.49, -1.97, -1.06)  -0.7794
C (1.24, 1.34, 1.96)  -0.0112
C (0.26, 0.50, 2.29)  -1.0440
C (0.87, 2.63, 2.59)  -0.6355
H (-1.64, -0.35, -2.78)  0.3503
H (-0.91, 3.03, 3.73)  0.5255
H (1.45, -3.49, -2.62)  0.4370
H (1.33, 3.51, 2.55)  0.5400
H (-0.05, -0.41, 1.94)  0.7606
H (-3.46, 1.18, -1.16)  0.2609
H (-0.44, -2.24, -3.87)  0.3684
H (2.08, 1.15, 1.39)  0.5162
H (2.45, -2.41, -0.74)  0.3391

Properties
Calculated total energy (eV): -24882.620
LUMO (alpha / beta) (eV): -0.7312 / -0.8066
Net charge: 0
ΔE to the lowest compared entry with this formula, charge and spin (eV): 6.2905
Orbital gap (alpha / beta) (eV): 8.110 / 7.137

=====

Record 3
Density functional theory data (ωB97M-V with the def2-TZVPD basis set) for one molecule with the formula C10H9O3P at a distorted geometry.

Each line ends with the Mulliken charge.
CARTESIAN COORDINATES (ANGSTROEM)
P (0.80, 1.09, -0.51)  0.6707
O (1.00, 2.11, -1.59)  -0.7524
O (3.35, -0.37, -0.87)  -0.4676
O (2.80, -2.51, 0.00)  -0.5222
C (2.76, -1.35, -0.21)  0.1441
C (-1.05, -0.87, 0.32)  -0.1831
C (-1.85, 0.65, -1.44)  -0.5627
C (1.24, 1.55, 1.28)  -0.8101
C (2.23, -0.03, -0.01)  0.9497
C (-2.27, -1.47, 0.37)  -0.5779
C (-3.17, -1.27, -0.66)  -0.5607
C (-2.99, -0.16, -1.54)  -0.2578
C (2.49, 0.60, 1.31)  -0.7669
C (-0.82, 0.15, -0.57)  0.5582
H (-4.13, -1.78, -0.65)  0.3363
H (1.35, 2.66, 1.44)  0.3597
H (-1.66, 1.51, -2.05)  0.4318
H (3.28, 1.29, 1.31)  0.3259
H (-3.62, 0.19, -2.35)  0.3389
H (-0.21, -1.25, 1.07)  0.1184
H (0.56, 1.39, 2.01)  0.4431
H (-2.42, -2.15, 1.11)  0.4926
H (2.35, 0.04, 2.24)  0.2923

Properties
Calculated total energy (eV): -25944.788
SMILES: O=C1O[C@]12CC[P@]2(=O)c1ccccc1
LUMO (eV): 0.2951
Net charge: 0
ΔE to the lowest compared entry with this formula, charge and spin (eV): 0.8467
Orbital gap (eV): 10.178